[1]
CH8BKN2O | the ωB97M-V functional and the def2-TZVPD basis

Last column: Mulliken charge in e.
Atoms and positions in Å:
K1 0.73604 0.67189 -1.07770  0.781
B1 2.92741 2.31524 -1.66674  0.074
H1 3.92305 2.86426 -2.06474  -0.199
H2 1.99023 3.07670 -1.59970  -0.203
H3 2.65863 1.35019 -2.32871  -0.294
H4 3.20134 1.95360 -0.54022  -0.174
C1 -1.61277 -1.13911 1.09800  0.588
O1 -0.91842 -0.16370 0.84429  -0.631
N1 -2.92582 -1.00593 1.47529  -0.449
N2 -1.12708 -2.41296 1.11230  -0.366
H5 -3.60374 -1.71265 1.24118  0.227
H6 -3.28379 -0.06667 1.45671  0.246
H7 -0.22570 -2.55817 0.70232  0.216
H8 -1.73939 -3.17269 1.34772  0.183

Summary:
- E_tot: -852.4438 Eh
- LUMO: -0.59 eV
- Kohn-Sham gap: 0.2854 Ha
- Energy relative to the best compared isomer or geometry (same formula, charge and spin): 0.000 eV

=====

[2]
CH8Cl2N4O2P2 | the ωB97M-V functional and the def2-TZVPD basis

Last column: Mulliken charge in e.
Atoms and positions in Å:
C1 -0.42395 -0.31540 0.99684  0.233
N1 1.37437 1.67385 1.85852  -0.537
N2 -0.27579 1.81034 -0.45361  -0.363
N3 1.19258 -2.26684 -0.23590  -0.377
N4 -0.81979 -1.03909 -1.54509  -0.311
O1 1.72462 0.26913 -0.44897  -0.753
O2 -1.36603 -2.76591 0.38572  -0.653
P1 0.77057 0.89837 0.46823  0.711
P2 -0.42965 -1.80215 -0.10560  0.649
Cl1 -1.62344 -0.09847 2.10680  0.067
Cl2 -3.07167 1.16281 -1.86075  -0.715
H1 1.57926 2.63767 1.64850  0.281
H2 0.90776 1.49659 2.72733  0.253
H3 0.12708 2.06162 -1.41716  0.282
H4 -1.24994 2.17205 -0.47191  0.193
H5 1.24213 -3.25148 -0.06014  0.235
H6 1.86856 -1.56554 -0.42656  0.328
H7 -1.64735 -0.54844 -1.39657  0.086
H8 0.12068 -0.52910 -1.76965  0.392

Summary:
- E_tot: -2015.5090 Eh
- LUMO (alpha / beta): -4.09 / -4.15 eV
- Kohn-Sham gap (alpha / beta): 0.1546 / 0.1518 Ha
- Energy relative to the best compared isomer or geometry (same formula, charge and spin): 4.073 eV

=====

[3]
CH8N2O | the ωB97M-V functional and the def2-TZVPD basis

Last column: Mulliken charge in e.
Atoms and positions in Å:
N1 -0.25087 2.09189 -0.83461  -0.619
C1 -0.16024 0.87699 0.30467  -0.380
N2 0.10069 -0.49258 -0.31694  -0.579
H1 -0.95467 1.89696 -1.41256  0.226
H2 0.50982 1.99103 -1.42376  0.228
H3 -1.11174 0.58038 0.93676  0.343
H4 0.72284 1.19018 0.96901  0.299
H5 0.97093 -0.49628 -0.81056  0.211
H6 -0.77732 -0.63940 -0.85094  0.245
O1 0.37409 -2.56662 1.51121  -0.700
H7 0.23992 -2.84369 0.59556  0.297
H8 0.33657 -1.58886 1.33214  0.432

Summary:
- SMILES: NCN.O
- E_tot: -227.5862 Eh
- LUMO: 0.73 eV
- Kohn-Sham gap: 0.3788 Ha
- Energy relative to the best compared isomer or geometry (same formula, charge and spin): 1.492 eV

=====

[4]
CH8N2O | the ωB97M-V functional and the def2-TZVPD basis

Last column: Mulliken charge in e.
Atoms and positions in Å:
N1 1.28153 0.97217 -1.01592  -0.297
C1 -0.15923 0.70148 -1.00396  -0.300
N2 -0.35316 -0.68458 -0.82996  -0.206
H1 1.77567 0.64183 -0.18720  0.283
H2 1.81263 0.61179 -1.81236  0.297
H3 -0.58803 1.28374 -0.18755  0.319
H4 -0.63119 1.16823 -1.85711  0.382
H5 -0.64303 -1.21036 -1.64347  0.280
H6 -0.04701 -1.07296 0.04238  0.231
H7 -1.10369 -0.41289 2.23705  0.274
H8 -0.29793 -1.30462 3.09990  0.327
O1 -1.04656 -0.69383 3.15821  -0.589

Summary:
- E_tot: -227.2974 Eh
- 2S+1: 2
- LUMO (alpha / beta): -3.99 / -8.81 eV
- Kohn-Sham gap (alpha / beta): 0.4063 / 0.2293 Ha
- Energy relative to the best compared isomer or geometry (same formula, charge and spin): 0.069 eV
- Total charge: +1

=====

[5]
CH8N2S | the ωB97M-V functional and the def2-TZVPD basis

Last column: Mulliken charge in e.
Atoms and positions in Å:
N1 1.46630 1.00631 1.92652  -0.599
C1 0.56794 0.25270 1.04774  -0.343
N2 0.09800 1.09799 -0.09611  -0.659
H1 2.19555 1.38789 1.32687  0.215
H2 0.91674 1.78301 2.27244  0.264
H3 1.08749 -0.62121 0.66417  0.316
H4 -0.28876 -0.01965 1.65679  0.361
H5 0.93796 1.26114 -0.64179  0.239
H6 -0.47717 0.48025 -0.66185  0.215
S1 -2.39489 -2.69162 -2.19469  -0.259
H7 -2.08749 -2.47491 -3.49055  0.150
H8 -2.02166 -1.46190 -1.80954  0.101

Summary:
- SMILES: NCN.S
- E_tot: -550.5692 Eh
- LUMO: 0.66 eV
- Kohn-Sham gap: 0.3869 Ha
- Energy relative to the best compared isomer or geometry (same formula, charge and spin): 0.281 eV

=====

[6]
CH8N2S | the ωB97M-V functional and the def2-TZVPD basis

Last column: Mulliken charge in e.
Atoms and positions in Å:
N1 -0.24609 1.47958 -0.09394  -0.479
C1 -0.34136 0.61449 -1.25485  -0.497
N2 -0.13844 -0.86246 -1.26305  -0.597
H1 -0.82646 1.37545 0.69948  0.204
H2 0.66204 1.72044 0.31080  0.207
H3 0.35820 1.03176 -1.92371  0.361
H4 -1.33500 0.88219 -1.65386  0.359
H5 0.71608 -0.87459 -0.71044  0.219
H6 0.01131 -1.25261 -2.21075  0.244
S1 0.11942 -0.92975 3.09962  -0.338
H7 1.26090 -1.67894 3.17620  0.151
H8 -0.24060 -1.50557 1.82450  0.168

Summary:
- SMILES: NCN.S
- E_tot: -550.5489 Eh
- LUMO: 0.86 eV
- Kohn-Sham gap: 0.3736 Ha
- Energy relative to the best compared isomer or geometry (same formula, charge and spin): 0.835 eV

=====

[7]
CH8N2S2 | the ωB97M-V functional and the def2-TZVPD basis

Last column: Mulliken charge in e.
Atoms and positions in Å:
N1 0.54599 -1.11554 1.03735  -0.606
C1 0.65313 0.33741 1.20296  -0.277
N2 1.87726 0.90797 0.75099  -0.585
H1 0.86606 -1.44723 0.14008  0.200
H2 -0.41186 -1.42526 1.14675  0.212
H3 -0.22159 0.92862 0.90834  0.296
H4 0.61829 0.38255 2.31201  0.292
H5 2.64809 0.35069 1.11387  0.270
H6 1.96536 0.78554 -0.25432  0.231
S1 -2.70614 1.09250 -1.95172  -0.126
S2 -1.50104 -0.58154 -1.92832  -0.229
H7 -2.28508 1.47638 -3.12053  0.154
H8 -2.04847 -1.69209 -1.35747  0.167

Summary:
- SMILES: NCN.SS
- E_tot: -948.7378 Eh
- LUMO: 0.01 eV
- Kohn-Sham gap: 0.3245 Ha
- Energy relative to the best compared isomer or geometry (same formula, charge and spin): 0.862 eV

=====

[8]
CH8N3O | the ωB97M-V functional and the def2-TZVPD basis

Last column: Mulliken charge in e.
Atoms and positions in Å:
N1 1.47145 0.59944 -1.76728  -0.548
H1 2.26512 0.27077 -2.29664  0.373
H2 1.14681 -0.12460 -0.94098  0.371
H3 1.67023 1.45717 -1.26793  0.378
H4 0.72095 0.77233 -2.43534  0.378
N2 -1.66409 -1.11842 0.62567  -0.096
C1 -0.48393 -0.47874 0.81237  0.639
N3 -0.49731 0.50650 1.77522  -0.106
O1 0.56499 -0.81827 0.19043  -0.618
H5 -1.75276 -1.83803 -0.07920  0.327
H6 -2.50903 -0.76818 1.00620  0.277
H7 -1.33275 0.66581 2.32693  0.294
H8 0.40032 0.87423 2.05055  0.330

Summary:
- E_tot: -281.6853 Eh
- 2S+1: 2
- LUMO (alpha / beta): -8.16 / -14.67 eV
- Kohn-Sham gap (alpha / beta): 0.4874 / 0.2258 Ha
- Energy relative to the best compared isomer or geometry (same formula, charge and spin): 0.000 eV
- Total charge: +2

=====

[9]
CH8N4 | the ωB97M-V functional and the def2-TZVPD basis

Last column: Mulliken charge in e.
Atoms and positions in Å:
C1 -0.28753 -0.64047 -0.27553  0.051
N1 0.60424 0.42399 -0.17641  0.422
N2 -1.62946 -0.50455 -0.12263  0.276
N3 1.82210 0.24276 -0.52821  -0.565
N4 -2.33402 0.57643 0.03401  -0.429
H1 0.13317 -1.51047 -0.62340  0.456
H2 3.00683 -0.59066 0.54372  -0.156
H3 0.28426 1.45392 -0.01977  0.346
H4 -2.00405 -1.48923 -0.15517  0.346
H5 3.35772 -0.93053 1.28240  0.288
H6 2.33073 1.02848 -0.33579  0.355
H7 -3.21913 0.30945 0.35848  0.287
H8 -2.06486 1.63088 0.01830  0.322

Summary:
- E_tot: -260.9964 Eh
- LUMO (alpha / beta): -12.52 / -12.55 eV
- Kohn-Sham gap (alpha / beta): 0.2806 / 0.2779 Ha
- Energy relative to the best compared isomer or geometry (same formula, charge and spin): 3.174 eV
- Total charge: +2

=====

[10]
CH8N5 | the ωB97M-V functional and the def2-TZVPD basis

Last column: Mulliken charge in e.
Atoms and positions in Å:
C1 0.04398 -0.73252 -0.97361  0.650
N1 -0.24292 0.45654 -0.43982  -0.530
N2 0.69434 -1.58392 -0.17017  -0.257
N3 -0.33273 -1.07782 -2.20603  -0.366
N4 -0.38059 1.80567 2.03014  -0.163
N5 0.45829 0.92541 1.62253  -0.149
H1 -1.04286 0.91204 -0.66761  0.225
H2 1.03569 -1.19982 0.61492  0.143
H3 0.86692 -2.49197 -0.33760  0.129
H4 -0.34761 -2.00793 -2.59044  0.216
H5 -0.91562 -0.39677 -2.62307  0.212
H6 -1.30476 1.47950 2.36506  0.297
H7 0.03073 2.72794 2.03261  0.276
H8 1.43716 1.18365 1.34308  0.315

Summary:
- E_tot: -316.3418 Eh
- LUMO (alpha / beta): -4.93 / -4.93 eV
- Kohn-Sham gap (alpha / beta): 0.3006 / 0.3007 Ha
- Energy relative to the best compared isomer or geometry (same formula, charge and spin): 3.387 eV
- Total charge: +1

=====

[11]
CH8NO2 | the ωB97M-V functional and the def2-TZVPD basis

Last column: Mulliken charge in e.
Atoms and positions in Å:
C1 0.68391 -0.73407 0.29915  -0.113
N1 0.51997 0.43061 -0.15092  -0.093
H1 1.11893 -1.52013 -0.29854  0.292
H2 0.44101 -1.15709 1.26860  0.282
H3 0.00960 1.13764 0.42089  0.367
H4 0.85097 0.59636 -1.09427  0.266
H5 -0.97602 1.91228 2.62678  0.331
H6 -0.12342 2.78728 1.68884  0.322
O1 -0.42486 1.87873 1.83590  -0.672
H7 -1.45086 -1.85493 -1.99382  0.336
H8 -0.14906 -2.56306 -1.95715  0.343
O2 -0.50075 -1.66540 -2.03538  -0.661

Summary:
- E_tot: -247.8611 Eh
- LUMO: -4.64 eV
- Kohn-Sham gap: 0.4105 Ha
- Energy relative to the best compared isomer or geometry (same formula, charge and spin): 0.683 eV
- Total charge: +1

=====

[12]
CH8NaO7 | the ωB97M-V functional and the def2-TZVPD basis

Last column: Mulliken charge in e.
Atoms and positions in Å:
Na1 0.43884 0.01396 -0.36926  0.753
C1 -2.07760 0.17131 1.34428  0.613
O1 -2.05404 1.10236 2.23207  -0.793
O2 -1.15086 -0.74905 1.29578  -0.843
O3 -2.97520 0.19059 0.39333  -0.806
O4 1.95147 1.46341 0.82106  -0.544
H1 2.88018 1.49253 0.56226  0.288
H2 1.78390 2.31247 1.24739  0.278
O5 -0.57834 -1.44674 -1.99137  -0.590
H3 -1.03255 -2.11200 -1.45106  0.336
H4 -0.10934 -1.94477 -2.67032  0.279
O6 -0.92210 1.68708 -1.49937  -0.486
H5 -1.80662 2.06701 -1.55449  0.257
H6 -0.37065 2.24042 -2.06553  0.254
O7 2.00814 -2.16732 0.84207  -0.625
H7 2.64805 -1.74516 1.42395  0.300
H8 1.36672 -2.57610 1.43919  0.330

Summary:
- E_tot: -731.9344 Eh
- LUMO: 1.65 eV
- Kohn-Sham gap: 0.0950 Ha
- Energy relative to the best compared isomer or geometry (same formula, charge and spin): 0.653 eV
- Total charge: -1